DFT (ωB97M-V/def2-TZVPD) results for the ion C7H17N2S with charge +1.

Geometry (Å):
C  0.8102  1.6457  0.2488
C  -0.6261  1.9561  -0.1846
C  -1.3993  -0.0279  -1.3226
C  1.0375  0.2309  0.8246
C  0.1005  -0.0595  1.9993
C  2.4839  0.1406  1.3273
C  -2.2129  -2.5122  -1.8756
N  0.7708  -0.7543  -0.2361
N  -0.9873  1.2079  -1.3700
S  -1.5432  -1.0315  -2.6765
H  1.4779  1.7973  -0.6028
H  1.0907  2.3695  1.0131
H  -1.3247  1.7057  0.6128
H  -0.7191  3.0183  -0.4082
H  -1.7511  -0.4085  -0.3728
H  -0.9258  -0.2141  1.6762
H  0.1203  0.7617  2.7099
H  0.4297  -0.9592  2.5144
H  2.7294  -0.8828  1.6052
H  2.6114  0.7622  2.2099
H  3.1902  0.4722  0.5676
H  -1.5595  -2.7886  -1.0549
H  -2.2281  -3.3024  -2.6196
H  -3.2229  -2.3187  -1.5276
H  0.8158  -1.6905  0.1540
H  -0.6539  1.5712  -2.2567
H  1.4854  -0.6891  -0.9550

Cartesian forces, eV/Å:
-0.238 -0.303 0.110
0.482 0.283 0.610
0.129 0.260 -0.011
0.252 0.210 0.219
0.172 0.032 -0.273
-0.216 0.079 -0.048
-0.045 0.195 0.100
-0.134 -0.138 0.047
-0.362 -0.519 -0.653
-0.092 -0.024 -0.198
0.090 0.056 -0.009
0.036 0.079 0.001
-0.091 0.084 -0.077
-0.125 -0.065 -0.006
0.024 0.109 0.008
-0.152 -0.018 0.034
-0.018 0.060 0.129
-0.028 -0.096 0.075
-0.006 -0.088 0.004
0.101 0.113 0.085
0.064 0.007 -0.075
0.033 -0.113 0.029
0.042 0.017 -0.068
-0.034 -0.045 -0.013
0.164 -0.019 -0.037
-0.070 -0.044 0.039
0.023 -0.112 -0.020

The total charge is +1. Its energy above the lowest of the compared OMol25 structures with the same formula, charge and spin is 0.0 kJ/mol. For the lowest unoccupied orbital energy, the calculation gives -3.615 eV. The value obtained for the highest occupied orbital energy is -13.20 eV.